No. 1
This record from OMol25 describes a molecular structure, C26H74Br6N12O4P4 in a non-equilibrium geometry. The level of theory is wB97M-V/def2-TZVPD.

XYZ file:
```
126
Properties=species:S:1:pos:R:3:forces:R:3
O 4.2494 -16.9269 8.3082 0.172 0.977 0.403
P 3.8315 -18.1799 8.9399 0.178 -2.701 0.058
N 4.0756 -18.2832 10.6365 -0.799 0.107 -0.806
C 5.0920 -17.4112 11.1779 0.795 -0.588 0.230
C 3.6124 -19.3973 11.5146 -0.509 -0.060 -1.460
N 4.6561 -19.5566 8.2109 0.092 -0.357 -0.003
C 5.9493 -20.0314 8.7458 -1.778 -0.228 2.066
C 4.8087 -19.5456 6.7434 -0.946 2.036 -0.420
N 2.2058 -18.4487 8.7343 -0.589 -0.390 0.586
C 1.3275 -17.3648 8.2593 0.125 -0.637 -1.340
C 1.5612 -19.7770 8.9198 0.536 0.007 -0.922
H 5.1655 -16.4060 10.7628 -0.726 -0.066 -0.130
H 6.0655 -17.8481 10.9557 0.506 -0.023 0.528
H 4.9099 -17.3771 12.2520 0.353 0.267 0.040
H 2.5862 -19.6828 11.2828 -0.104 0.396 -0.214
H 3.5624 -19.1961 12.5847 0.637 0.524 -0.123
H 4.1518 -20.3213 11.3066 0.474 -0.032 0.357
H 6.7050 -19.2531 8.8515 0.369 -0.170 -0.519
H 5.6958 -20.3810 9.7466 0.357 0.305 0.588
H 6.2228 -21.0016 8.3308 0.345 0.586 -0.834
H 5.4104 -18.6667 6.5123 0.336 0.155 -0.348
H 5.2395 -20.3800 6.1899 -0.028 -0.569 1.062
H 3.8564 -19.3376 6.2556 -0.265 -0.110 0.092
H 1.4615 -17.2928 7.1800 -0.273 -0.070 -0.342
H 0.2943 -17.6681 8.4281 0.030 0.141 0.202
H 1.4780 -16.3250 8.5496 0.435 -0.368 0.961
H 0.5650 -19.7636 9.3620 0.212 0.533 0.687
H 2.2326 -20.4680 9.4296 -0.185 0.197 0.150
H 1.3552 -20.2887 7.9797 0.270 0.176 -0.529
O 1.6014 -27.8822 9.0063 1.020 -0.497 0.177
P 2.5414 -28.9640 9.3892 0.725 -1.748 0.473
N 3.7385 -28.5638 10.5173 -0.810 -1.465 -0.297
C 3.9154 -27.1602 10.8290 1.074 -0.392 -0.839
C 4.8308 -29.5112 10.8782 -1.176 0.315 -1.421
N 3.4403 -29.6429 8.0612 -2.391 0.681 0.287
C 3.9130 -30.9793 8.0365 0.434 -0.459 0.828
C 4.2480 -28.7566 7.2077 0.235 -0.254 1.447
N 1.7617 -30.2841 10.2123 0.334 -0.390 -1.235
C 0.7035 -31.0718 9.5449 0.381 0.322 -0.936
C 2.0685 -30.7691 11.5523 -0.333 1.020 0.068
H 3.0408 -26.7424 11.3278 0.307 0.259 -0.058
H 4.1748 -26.7105 9.8706 -0.507 1.000 0.141
H 4.8578 -27.0924 11.3725 -0.314 0.264 0.630
H 4.7417 -29.7272 11.9429 0.979 0.247 0.030
H 5.7610 -29.2086 10.3973 0.513 0.743 1.055
H 4.7768 -30.4650 10.3533 -0.988 -0.168 0.195
H 4.9329 -31.0124 8.4196 0.873 -0.016 -0.706
H 3.4789 -31.6318 8.7940 -0.930 -0.012 -0.393
H 3.8360 -31.3578 7.0172 0.141 -0.450 0.134
H 4.5763 -29.1572 6.2486 -0.927 -0.374 -0.267
H 3.7673 -27.7835 7.1075 0.353 -0.072 -0.031
H 5.1952 -28.7556 7.7471 0.545 1.040 0.022
H -0.2601 -30.5636 9.5101 -0.057 0.063 0.326
H 0.9442 -31.2960 8.5058 0.278 0.476 -0.301
H 0.5730 -32.0926 9.9043 0.157 0.199 0.848
H 1.1401 -30.7900 12.1231 -0.131 0.043 0.171
H 2.7291 -30.0509 12.0381 -0.114 -0.239 0.052
H 2.4785 -31.7764 11.6247 0.301 -0.145 -0.417
O 0.7577 -20.2008 -0.3652 1.158 -0.479 -0.213
P 1.9778 -20.9092 -0.8373 2.723 -0.292 0.924
N 1.8756 -21.7425 -2.2942 0.170 0.980 -0.425
C 1.3161 -23.0648 -2.3359 -0.673 -0.453 0.880
C 1.5087 -20.8805 -3.4042 0.978 1.113 -0.212
N 2.6283 -22.1231 0.2146 -2.339 0.579 -0.913
C 3.7682 -23.0152 -0.0985 0.788 1.801 0.071
C 2.2731 -21.8679 1.6302 1.755 -0.839 0.274
N 3.3447 -19.8068 -1.0604 -0.053 1.151 -0.262
C 4.7143 -20.2545 -1.4565 -1.219 -1.286 0.696
C 3.3866 -18.3909 -0.5615 -1.888 -0.738 -0.818
H 1.4712 -23.6180 -3.2621 0.712 0.210 -0.052
H 0.2309 -23.0550 -2.2338 -0.360 0.179 0.123
H 1.6949 -23.5813 -1.4540 -0.038 -0.424 -0.378
H 0.4496 -20.7898 -3.6454 -0.128 -0.438 0.103
H 2.1199 -21.0556 -4.2896 -0.283 -0.767 -0.285
H 1.8566 -19.8723 -3.1793 -0.248 0.199 0.347
H 4.6563 -22.4141 0.0966 0.462 -0.448 0.757
H 3.8361 -23.9501 0.4577 -0.550 0.137 0.061
H 3.9799 -23.1808 -1.1549 -1.026 -0.260 -0.218
H 1.4447 -22.4179 2.0766 -0.577 0.184 -0.691
H 3.1001 -22.2796 2.2087 0.265 0.220 0.104
H 2.2463 -20.8070 1.8787 -0.305 -0.026 -0.173
H 5.1687 -20.6870 -0.5651 0.463 -0.034 -0.223
H 4.6203 -21.0312 -2.2154 0.054 -0.179 0.073
H 5.4241 -19.5331 -1.8614 -0.659 0.661 0.091
H 3.9061 -17.7655 -1.2875 0.433 -0.136 0.163
H 3.7004 -18.1952 0.4639 0.602 -0.496 0.022
H 2.3674 -18.0055 -0.5858 -0.214 -0.093 0.043
O 7.9684 -22.7765 -0.4384 0.186 0.444 0.001
P 8.4598 -23.1030 0.9095 0.879 -1.539 1.915
N 8.2400 -21.8946 2.0952 -0.302 -0.853 -2.514
C 7.4795 -20.7409 1.7021 -0.169 0.830 -1.896
C 8.1659 -22.1963 3.4351 -0.172 -0.636 3.542
N 10.1515 -23.3645 0.9517 -0.763 -0.638 0.318
C 10.8378 -23.6862 2.2053 0.164 0.474 -0.361
C 11.0133 -23.1305 -0.2145 -0.917 -0.680 0.050
N 7.7980 -24.5427 1.6165 -0.145 0.548 0.821
C 8.3590 -25.9038 1.3347 0.923 2.333 -0.484
C 6.3790 -24.5933 2.0986 0.680 0.386 -1.066
H 6.5626 -20.9203 1.1405 -0.195 -0.684 -0.031
H 8.1366 -20.2844 0.9619 -0.352 1.030 0.111
H 7.1196 -20.0568 2.4706 0.864 -0.213 0.457
H 8.4049 -21.3335 4.0568 -0.092 0.457 -0.130
H 8.8798 -22.9186 3.8308 -0.083 -0.358 -0.567
H 7.1695 -22.5076 3.7487 -0.225 -0.210 0.270
H 11.0040 -22.7246 2.6909 0.111 -0.300 0.850
H 10.3698 -24.4502 2.8260 -0.732 0.545 0.114
H 11.8062 -24.1634 2.0549 0.212 0.269 -0.622
H 10.6732 -23.9287 -0.8744 0.775 0.336 -0.878
H 10.9245 -22.1518 -0.6860 -0.392 0.029 0.060
H 12.0657 -23.2320 0.0505 -0.147 -0.300 0.124
H 8.6954 -25.8588 0.2989 -0.343 -0.719 -0.313
H 9.3027 -25.9605 1.8773 -0.181 -0.675 0.404
H 7.6667 -26.7187 1.5460 0.076 0.295 -0.006
H 5.9101 -23.6111 2.1590 0.173 0.147 -0.378
H 6.1837 -25.0110 3.0862 0.702 -0.359 0.052
H 5.8863 -25.1948 1.3347 -0.660 0.050 0.216
C 1.0234 -24.6224 9.3083 -1.142 1.390 0.745
Br 2.6375 -23.7644 9.9105 -0.200 -0.179 -0.250
Br -0.2165 -23.2592 8.4878 0.879 -0.681 -0.023
Br -0.0216 -25.2120 10.9008 0.706 -0.360 -0.767
H 1.2478 -25.3840 8.5615 -0.163 -0.187 0.367
C 4.6250 -24.1387 5.7294 0.810 0.499 0.048
Br 3.2549 -25.2858 6.5689 -1.417 -1.757 0.397
Br 5.7556 -23.3829 7.1835 1.445 0.464 1.119
Br 3.7484 -22.6825 4.8627 -0.598 1.238 -1.301
H 5.3380 -24.6055 5.0498 -0.186 -0.490 -0.262
```
Positions in Å, forces in eV/Å.

Values from the calculation:
**Energy above the lowest of the compared OMol25 structures with the same formula, charge and spin**: 0.111 eV
**Spin multiplicity**: 2
**Total charge**: -1
**Expectation value of S²**: 0.754
**M**: 1222.3 Da
**Frontier orbital gap (alpha / beta)**: 3.49 / 8.20 eV



No. 2
This record from OMol25 describes 8 unconnected molecules or ions with the total composition C26H74N10O8 in a non-equilibrium geometry. The level of theory is wB97M-V/def2-TZVPD.

XYZ file:
```
118
Properties=species:S:1:pos:R:3:forces:R:3
C -2.4773 5.5240 -0.1460 -0.167 0.533 0.566
O -2.4654 4.6539 -1.2373 -0.011 -0.209 -0.208
C -1.3721 3.7532 -1.2313 -0.403 0.155 -0.133
C -0.0587 4.4034 -1.6581 0.337 -0.682 -0.224
C 0.0491 4.4493 -3.1916 -0.759 -0.079 0.846
N 1.0551 3.6357 -1.0668 -0.266 0.614 0.608
H -1.8210 6.3961 -0.2677 0.116 -0.154 -0.080
H -2.2082 5.0195 0.7927 0.066 -0.078 -0.099
H -3.4866 5.9191 -0.0170 -0.026 -0.122 -0.164
H -1.2856 3.2638 -0.2520 0.040 0.427 -0.048
H -1.6444 2.9789 -1.9569 -0.032 0.120 0.000
H -0.0277 5.4108 -1.2373 0.077 0.012 0.019
H -0.0140 3.4181 -3.5458 0.150 0.374 0.169
H 0.9883 4.9044 -3.4912 -0.009 0.035 -0.250
H -0.8234 4.9669 -3.5981 0.206 0.227 -0.134
H 1.9219 4.1058 -1.2921 0.175 -0.402 -0.231
H 1.0759 2.6745 -1.3869 0.145 0.297 -0.198
C -0.3015 -3.2339 -1.2516 -0.009 0.087 0.856
O -1.0467 -4.1637 -1.9997 0.474 -0.354 -0.163
C -1.8798 -4.9812 -1.1896 0.826 0.441 0.131
C -1.1868 -5.7364 -0.0455 -0.408 0.112 -0.085
C -0.1784 -6.7279 -0.5620 0.643 -0.650 -0.076
N -2.2575 -6.3703 0.7595 0.023 -0.096 -0.204
H 0.3244 -2.5771 -1.8500 -0.409 -0.049 -0.494
H 0.3897 -3.7253 -0.5580 0.007 -0.107 -0.032
H -0.9912 -2.6410 -0.6370 0.166 0.222 -0.021
H -2.6271 -4.3258 -0.7224 -0.411 -0.286 -0.216
H -2.2568 -5.7316 -1.8839 -0.568 0.135 0.091
H -0.6900 -5.0174 0.6065 0.083 0.048 0.009
H 0.5295 -6.3230 -1.2889 -0.193 0.306 0.014
H -0.6695 -7.5768 -1.0490 -0.096 0.094 -0.001
H 0.4412 -7.1372 0.2432 -0.172 0.009 0.069
H -3.1238 -6.3915 0.2278 0.012 0.099 0.060
H -2.0435 -7.3475 0.9295 0.129 0.093 0.117
C -0.8220 1.5016 -6.6275 0.371 -0.296 -0.819
O 0.4841 1.1159 -6.2593 -0.187 -0.245 -0.130
C 0.7675 1.4759 -4.9348 -0.078 0.641 0.264
C 2.2155 1.1254 -4.6174 -0.894 -0.246 0.070
C 2.3996 -0.3923 -4.7172 0.616 0.287 -0.139
N 2.5300 1.6325 -3.2752 0.136 0.138 -0.051
H -0.8939 2.5940 -6.6367 -0.365 -0.011 0.398
H -1.5725 0.9823 -6.0259 -0.097 0.384 0.273
H -0.9836 1.1798 -7.6603 0.140 -0.039 0.086
H 0.5929 2.5598 -4.8048 0.391 -0.442 -0.352
H 0.0724 0.9938 -4.2249 0.092 -0.278 -0.054
H 2.7794 1.6753 -5.3765 0.392 -0.246 0.138
H 1.7471 -0.8940 -4.0031 -0.116 0.003 -0.042
H 3.4329 -0.6477 -4.4525 -0.063 -0.015 -0.028
H 2.2267 -0.7565 -5.7295 -0.147 -0.019 0.046
H 1.7686 1.3862 -2.6424 0.108 -0.252 -0.365
H 3.2850 1.0584 -2.9116 0.145 0.182 -0.006
C 4.0841 -1.2998 -0.1973 0.059 0.141 -0.290
O 3.7802 -0.6624 1.0259 0.259 -0.128 0.004
C 4.5693 0.4894 1.2481 -0.005 0.223 -0.122
C 4.0165 1.2362 2.4328 -1.032 0.198 0.945
C 4.8176 2.4684 2.7945 0.830 -0.418 0.030
N 3.8177 0.4310 3.6612 0.532 -0.047 -0.490
H 3.9223 -0.6167 -1.0383 -0.103 -0.015 0.014
H 3.4021 -2.1395 -0.3051 0.060 -0.078 -0.015
H 5.1262 -1.6347 -0.2408 -0.037 -0.103 0.177
H 5.6201 0.2039 1.4009 -0.025 -0.006 0.014
H 4.5092 1.1685 0.3835 0.097 -0.181 -0.096
H 2.9999 1.5771 2.1945 0.116 -0.057 -0.382
H 5.8547 2.1651 2.9998 -0.098 0.056 0.144
H 4.4033 2.8823 3.7101 -0.017 0.263 -0.074
H 4.8982 3.2143 2.0050 -0.359 0.036 -0.025
H 4.6976 0.3724 4.1682 -0.049 -0.080 -0.016
H 3.5734 -0.5189 3.3927 -0.091 0.045 0.130
C -4.1709 2.7749 2.5530 0.492 0.292 -0.186
O -4.7254 1.7566 1.7711 0.173 -0.222 -0.197
C -3.8186 0.6713 1.5878 -0.480 0.644 -0.296
C -4.2906 -0.1744 0.4171 -0.253 -0.180 0.469
C -3.3145 -1.3236 0.1712 -0.441 -0.122 -0.012
N -4.4500 0.6204 -0.8018 0.133 0.230 -0.124
H -3.2253 3.1715 2.1377 -0.152 -0.194 -0.216
H -3.8953 2.4246 3.5564 -0.410 0.102 0.140
H -4.8845 3.5962 2.5422 -0.049 -0.045 0.432
H -2.8448 1.0974 1.3212 0.246 -0.164 0.288
H -3.7750 0.1142 2.5276 0.322 -0.212 -0.077
H -5.2695 -0.5791 0.6942 0.029 -0.052 -0.062
H -3.8242 -2.0733 -0.4360 0.229 0.062 -0.252
H -3.0040 -1.8410 1.0827 0.045 0.223 0.091
H -2.4426 -0.9356 -0.3502 0.082 -0.131 -0.026
H -3.9747 1.5112 -0.6856 0.076 -0.058 -0.084
H -5.4143 0.8800 -0.9601 -0.058 -0.119 0.119
C 2.1240 -3.9312 2.2007 0.014 -0.287 -0.579
O 1.6744 -3.5500 3.4661 -0.347 0.642 0.351
C 0.3481 -3.9496 3.7845 -0.099 -0.222 -0.319
C -0.7230 -3.1554 3.0440 -0.511 -0.520 -0.796
C -0.7643 -1.7082 3.4676 1.484 0.588 0.283
N -2.0576 -3.8183 3.1698 0.821 0.581 0.124
H 3.0029 -3.3338 1.9599 0.211 -0.209 0.212
H 1.4313 -3.7425 1.3692 -0.233 0.091 0.295
H 2.3406 -5.0088 2.1804 0.214 0.082 -0.028
H 0.2391 -5.0125 3.5194 -0.133 -0.001 0.226
H 0.2145 -3.8079 4.8564 0.124 -0.162 0.054
H -0.4262 -3.1966 1.9845 -0.030 0.276 -0.002
H -1.5533 -1.0822 3.0544 -0.325 -0.297 0.104
H 0.1595 -1.2305 3.1147 -0.127 -0.132 -0.171
H -0.6456 -1.5860 4.5497 -0.699 -0.135 0.038
H -2.0774 -4.6448 2.5747 -0.101 -0.029 0.074
H -2.6958 -3.1487 2.7515 -0.284 -0.271 0.118
N -0.5973 1.0285 -0.4700 0.806 -0.899 -0.361
C 0.5525 0.2730 -0.4422 -0.485 0.488 0.695
N 0.9815 0.0174 0.8310 0.672 -0.573 -0.611
O 1.1204 -0.1140 -1.4657 -0.266 -0.162 0.252
H -0.9681 1.2748 -1.3685 -0.132 -0.103 0.169
H -0.9485 1.3804 0.4044 -0.104 0.118 -0.051
H 1.8885 -0.4419 0.8859 -0.213 0.306 0.026
H 0.7809 0.6938 1.5556 -0.358 -0.100 -0.014
N 0.6754 3.9249 1.8634 -0.345 -0.612 0.414
C -0.0683 3.1065 2.6650 0.126 0.206 -0.236
N -0.3987 3.5795 3.9099 0.037 0.126 -0.380
O -0.3867 1.9742 2.2894 -0.182 0.214 0.457
H 0.8600 3.5637 0.9163 -0.051 0.556 0.018
H 0.6805 4.9156 2.0288 0.160 0.009 -0.084
H -1.0993 3.0828 4.4296 0.005 -0.162 -0.067
H -0.3005 4.5593 4.1094 0.052 -0.027 0.053
```
Positions in Å, forces in eV/Å.

Values from the calculation:
**Energy above the lowest of the compared OMol25 structures with the same formula, charge and spin**: 0.291 eV
**Total charge**: 0
**SMILES**: COC[C@H](C)N.COC[C@H](C)N.COC[C@H](C)N.COC[C@H](C)N.COC[C@H](C)N.COC[C@H](C)N.NC(N)=O.NC(N)=O
**M**: 654.9 Da
**Frontier orbital gap**: 9.08 eV